DFT (ωB97M-V with the def2-TZVPD basis set) results for C20H24B2F4N6O6Pd as an isolated structure.

Each line ends with the Mulliken spin population.
Geometry (Å):
Pd: 0.1446 -0.6904 0.9571  0.62
F: -2.0995 0.5194 4.7065  0.00
F: 1.4726 -3.6269 1.2216  0.01
F: 2.9167 -4.1411 -0.5198  0.00
F: -1.0094 -1.3927 3.8846  0.01
O: 0.3520 -1.2771 -6.2131  0.48
O: -2.2413 0.0015 2.4346  0.04
O: -0.1526 0.7671 3.4587  0.02
O: -1.1134 5.5697 -2.4063  0.00
O: 0.0630 -2.5400 -1.3641  0.06
O: 2.8330 -1.9881 0.2478  0.03
N: 2.1838 -1.1214 1.1049  0.02
N: -0.7131 -2.0141 -0.3709  0.09
N: -1.7955 -0.7918 1.4993  0.02
N: -0.3679 1.6336 0.3029  0.44
N: 0.7295 0.1549 2.7035  0.02
N: 0.6147 -0.2570 -1.2775  0.45
C: -1.1632 3.7942 0.7759  0.04
C: 2.8228 -0.7105 2.1427  0.03
C: 0.2823 0.8523 -1.8626  0.17
C: -2.4748 -1.8224 1.0925  0.06
C: 1.9678 0.0857 3.0714  0.05
C: -0.1420 1.9559 -0.9922  0.11
C: 4.2197 -1.0385 2.4934  0.00
C: -3.7743 -2.2312 1.6639  0.01
C: 0.3939 -0.2239 -4.0676  0.22
C: 0.2424 0.9525 -3.2939  0.19
C: -2.4456 -3.7475 -0.6653  0.01
C: -1.1565 5.5994 -1.0040  0.01
C: 2.4742 0.6344 4.3476  0.00
C: -0.8758 2.4815 1.1672  0.02
C: -0.3912 3.2426 -1.4151  0.02
C: -0.9034 4.1980 -0.5197  0.00
C: 0.6300 -1.4277 -3.4474  0.26
C: 0.2860 -0.1171 -5.5403  0.04
C: -1.8289 -2.5610 -0.0408  -0.01
C: 0.8740 -1.4826 -1.9727  0.05
B: -1.4139 -0.0990 3.7678  -0.03
B: 2.4104 -3.3249 0.3463  -0.01
H: -4.1337 -1.5030 2.3848  0.00
H: -1.5800 4.4665 1.5163  0.00
H: 4.2253 -1.6030 3.4320  0.00
H: -0.5890 0.5044 -5.8979  0.13
H: -2.4790 -4.5456 0.0860  0.00
H: 2.6204 -0.1890 5.0568  0.00
H: 0.2941 -1.1906 -7.1918  -0.01
H: -4.5125 -2.3680 0.8710  0.00
H: 1.7681 1.3374 4.7796  0.00
H: 3.4419 1.1140 4.1954  0.00
H: -1.3431 6.4415 -2.7603  0.00
H: -1.8845 -4.0963 -1.5265  0.00
H: 4.7677 -0.1120 2.6836  0.00
H: -0.2270 3.5500 -2.4396  0.01
H: 1.9144 -1.7844 -1.8039  0.10
H: 4.7233 -1.6047 1.7171  0.00
H: 1.0403 0.6170 -5.9740  0.15
H: -2.1186 5.9502 -0.6169  0.00
H: 0.0270 1.9072 -3.7525  0.01
H: -1.0468 2.1438 2.1832  0.03
H: -0.3645 6.2384 -0.5878  0.00
H: 0.7310 -2.3590 -3.9927  0.01
H: -3.6476 -3.1979 2.1649  0.00
H: -3.4790 -3.5326 -0.9441  0.00

Properties
Kohn-Sham gap (alpha / beta) ... 0.246 / 0.125 hartree
E ... -2131.919211 Eh
Highest occupied orbital energy (alpha / beta) ... -20.3 / -20.2 eV
Charge ... +4
Energy above the lowest of the compared OMol25 structures with the same formula, charge and spin ... 0.0 kcal per mole
E_LUMO (alpha / beta) ... -13.56 / -16.83 eV
2S+1 ... 5



DFT (ωB97M-V with the def2-TZVPD basis set) results for C20H24BGeN7O3RuS as an isolated structure.

Each line ends with the Löwdin charge.
Geometry (Å):
Ru: -0.0164 0.6851 0.1974  1.10
Ge: 1.5289 2.5819 -1.6460  0.76
S: -0.5588 3.7110 1.2425  0.62
O: -1.2421 4.0130 0.0066  -0.31
O: 0.7968 4.1825 1.3537  -0.31
O: -1.8691 0.7677 3.0317  0.08
N: -0.6572 2.1172 1.5922  -0.18
N: -0.3322 -1.7536 2.0343  -0.03
N: -0.1798 -2.2324 -0.3984  -0.01
N: 0.4366 -1.1098 -0.8178  -0.06
N: -2.2485 -1.1796 0.4927  0.00
N: 0.3790 -0.6178 1.9481  -0.06
N: -1.9167 0.0801 0.1652  -0.09
C: -4.1327 -0.0807 0.1328  -0.04
C: 1.0078 -0.4609 3.1047  -0.14
C: 2.5029 1.8643 -0.0763  -0.21
C: 2.3793 1.8979 -3.2816  -0.22
C: 0.7008 -1.5158 3.9681  -0.05
C: -0.1984 1.7103 -1.3043  -0.32
C: -2.7957 3.2734 4.3849  0.01
C: -1.9861 3.1393 3.2710  -0.13
C: -1.5273 4.2519 2.6045  -0.22
C: 1.4669 4.5205 -1.8096  -0.21
C: -1.5186 1.8599 2.6411  -0.50
C: -2.6431 5.6756 4.1193  -0.07
C: -3.0339 0.7619 -0.0553  -0.12
C: -3.1175 4.5572 4.8027  -0.06
C: -3.5852 -1.2986 0.4779  -0.06
C: 0.1784 -3.2613 -1.1768  -0.07
C: 1.0574 -2.8024 -2.1376  -0.05
C: -1.8345 5.5391 2.9989  -0.03
C: -0.1594 -2.3138 3.2403  -0.07
C: 1.1838 -1.4408 -1.8655  -0.11
B: -1.1461 -2.2099 0.8165  -0.50
H: -5.1742 0.1666 0.0334  0.10
H: -2.9828 1.8086 -0.3098  0.11
H: 1.7072 1.9536 -4.1376  0.02
H: -3.1545 2.3927 4.9002  0.12
H: -4.0473 -2.2420 0.7132  0.12
H: 3.4912 1.5066 -0.3647  0.03
H: 1.6283 0.4060 3.2690  0.11
H: 2.0282 0.9726 0.3913  -0.02
H: 2.5872 2.6093 0.7108  0.01
H: 1.5359 -3.3658 -2.9182  0.10
H: -0.6514 -3.2384 3.4906  0.12
H: -1.4623 6.3995 2.4599  0.12
H: -2.9101 6.6650 4.4668  0.11
H: -1.6260 -3.2919 0.9932  0.12
H: -0.2151 -4.2454 -0.9876  0.12
H: 1.1517 4.9767 -0.8765  -0.01
H: 2.4477 4.9064 -2.0908  0.02
H: 1.7611 -0.6915 -2.3754  0.08
H: 3.2472 2.5249 -3.4952  0.02
H: -1.0577 1.8056 -1.9764  0.01
H: 2.7364 0.8756 -3.1795  -0.01
H: -3.7465 4.6966 5.6722  0.11
H: 0.7534 4.7838 -2.5909  0.03
H: 1.0506 -1.6719 4.9728  0.09

Properties
Kohn-Sham gap ... 0.307 hartree
E ... -3980.464277 Eh
Highest occupied orbital energy ... -8.2 eV
Energy above the lowest of the compared OMol25 structures with the same formula, charge and spin ... 0.0 kcal per mole
E_LUMO ... 0.15 eV
2S+1 ... 1



DFT (ωB97M-V with the def2-TZVPD basis set) results for C20H24BeN7SSe2Si as an isolated structure at a distorted geometry.

Each line ends with the Löwdin charge.
Geometry (Å):
Se: 2.4817 0.5158 2.2859  0.74
Se: 3.0881 1.7597 0.4993  0.74
S: -1.5266 -0.2836 -0.8861  0.77
Si: -4.6185 -1.5746 0.2366  0.58
N: 1.7974 -0.0524 -3.7074  0.14
N: 1.6416 -0.3994 -5.9382  0.19
N: 1.2162 -1.3242 0.6046  -0.01
N: -0.2965 -0.0255 -4.7306  0.21
N: -0.8792 -0.1224 1.5444  -0.01
N: 0.3197 2.0711 0.3412  -0.02
N: 1.3300 0.3285 -1.3645  0.11
C: -5.0809 -3.2746 0.9709  -0.17
C: 1.4700 0.1436 -2.5061  -0.27
C: -1.9079 -0.4947 0.7645  -0.70
C: -3.2024 -1.0647 2.6522  -0.07
C: 1.5258 4.0643 -0.1724  -0.08
C: 2.8526 -2.3297 2.0102  -0.07
C: 1.0363 -0.1556 -4.7714  -0.47
C: -2.1340 -0.6949 3.4663  -0.05
C: -4.2907 -1.7865 -1.6244  -0.22
C: 1.4647 2.7209 0.1817  -0.62
C: 0.3429 4.7653 -0.3012  -0.03
C: 2.1516 -1.2290 1.5358  -0.59
C: -0.9886 -0.2250 2.8669  -0.11
C: -0.8165 2.7564 0.2480  -0.10
C: -3.1209 -0.9852 1.2734  -0.23
C: 1.5714 -3.6728 0.5112  -0.02
C: 0.9277 -2.5190 0.1029  -0.09
C: -6.0466 -0.3308 0.4615  -0.17
C: -0.8524 4.1009 -0.0593  -0.02
C: 2.5536 -3.5761 1.4866  -0.03
Be: 0.3120 0.2259 0.1357  -0.14
H: -4.1775 -0.8242 -2.1131  0.00
H: -4.1130 -1.4253 3.1058  0.11
H: -6.2648 -0.1291 1.5055  0.02
H: -6.9468 -0.7409 0.0147  0.03
H: -5.1247 -2.3051 -2.0885  0.03
H: 2.6466 -0.4467 -5.9648  0.13
H: 0.1432 -2.5375 -0.6380  0.10
H: 3.0780 -4.4548 1.8280  0.12
H: -2.2042 -0.7662 4.5387  0.11
H: -1.7224 2.1936 0.4086  0.10
H: -4.2454 -3.9692 0.9520  0.03
H: 1.1330 -0.4222 -6.8046  0.12
H: 0.3494 5.8103 -0.5701  0.12
H: -3.3892 -2.3591 -1.8168  0.00
H: 2.4840 4.5382 -0.3300  0.11
H: -0.8635 -0.1327 -5.5562  0.12
H: -5.4221 -3.1965 1.9980  0.02
H: -0.1310 0.0887 3.4512  0.08
H: -1.7964 4.6144 -0.1178  0.11
H: 3.6140 -2.2021 2.7638  0.11
H: -0.7631 0.0932 -3.8449  0.09
H: 1.2997 -4.6257 0.0864  0.12
H: -5.8473 0.6181 -0.0278  0.03
H: -5.8880 -3.7208 0.3995  0.03

Properties
Kohn-Sham gap ... 0.272 hartree
E ... -6665.116486 Eh
Highest occupied orbital energy ... -10.2 eV
Charge ... +1
Energy above the lowest of the compared OMol25 structures with the same formula, charge and spin ... 24.4 kcal per mole
E_LUMO ... -2.77 eV
2S+1 ... 1



DFT (ωB97M-V with the def2-TZVPD basis set) results for C20H24BrCl3N5OSSiTeTi as an isolated structure at a distorted geometry.

Each line ends with the Löwdin charge.
Geometry (Å):
Te: 2.6532 -0.7800 -1.0133  0.60
Br: 1.0007 -1.6875 -4.1895  0.81
Ti: 0.1709 -0.9667 -1.0045  0.00
Cl: -3.2811 0.3531 -2.7525  0.25
Cl: -2.4713 -1.8096 -0.3469  0.25
Cl: -2.6922 -2.7517 -3.5420  0.26
S: 0.1526 -1.4004 1.3101  0.64
Si: -1.9797 -1.2196 -2.3685  -0.54
O: -0.3394 0.8557 -1.1705  -0.28
N: 0.3030 -2.9908 -1.8555  -0.17
N: 2.2364 0.0537 2.2195  0.00
N: -1.6003 3.9712 -0.5467  -0.03
N: 2.6504 -2.1044 2.0880  -0.18
N: -1.3227 2.6715 -0.2043  0.07
C: -0.5876 3.0204 -2.2788  0.09
C: 0.0317 -4.0766 -1.1046  -0.15
C: 0.5722 -5.5510 -2.8906  -0.02
C: -1.1660 4.1804 -1.7982  -0.24
C: 2.5980 -3.4507 1.5677  -0.06
C: -1.3549 5.4989 -2.4614  0.01
C: -2.6977 1.3160 1.2604  -0.02
C: -1.5707 2.1012 1.0851  -0.22
C: -2.9153 0.7366 2.5026  -0.06
C: -0.8900 1.7421 3.3428  -0.07
C: 1.8328 -1.1263 1.6682  -0.89
C: -2.3339 4.8760 0.3238  0.04
C: -0.7025 2.0763 -1.2522  -0.38
C: -2.0153 0.9528 3.5362  -0.06
C: 0.8412 -4.4481 -3.6760  -0.08
C: -0.6580 2.3224 2.1051  -0.02
C: 3.9737 -1.5267 2.3296  -0.13
C: 3.6644 -0.0391 2.5573  -0.13
C: 0.1541 -5.3612 -1.5815  -0.02
C: 0.6863 -3.1895 -3.1176  -0.78
H: -0.0810 -6.1921 -0.9325  0.12
H: -0.2935 -3.8708 -0.0946  0.08
H: -3.2254 5.2324 -0.1881  0.10
H: 4.2645 0.5905 1.9000  0.12
H: -3.3767 1.1508 0.4338  0.11
H: 1.9364 0.8710 1.7099  0.11
H: 1.1563 -4.5400 -4.7043  0.11
H: -2.4151 5.7326 -2.5680  0.10
H: -2.6291 4.3313 1.2155  0.09
H: 0.2131 2.9398 1.9221  0.13
H: -0.8862 6.2981 -1.8863  0.10
H: -0.1885 1.8937 4.1518  0.11
H: 4.5935 -1.6751 1.4391  0.11
H: 4.4531 -2.0091 3.1791  0.13
H: 1.5754 -3.8186 1.5843  0.07
H: -2.1883 0.4963 4.5016  0.11
H: 2.9774 -3.4716 0.5389  0.07
H: -0.1490 2.8538 -3.2454  0.13
H: -1.7010 5.7146 0.6084  0.10
H: 3.2105 -4.0921 2.1982  0.10
H: -3.7845 0.1127 2.6599  0.12
H: -0.9086 5.4787 -3.4518  0.09
H: 0.6793 -6.5459 -3.3010  0.12
H: 3.8246 0.2709 3.5882  0.12

Properties
Kohn-Sham gap (alpha / beta) ... 0.252 / 0.252 hartree
E ... -6885.330525 Eh
Highest occupied orbital energy (alpha / beta) ... -9.7 / -9.7 eV
Charge ... +1
Energy above the lowest of the compared OMol25 structures with the same formula, charge and spin ... 26.8 kcal per mole
E_LUMO (alpha / beta) ... -2.88 / -2.88 eV
2S+1 ... 1